<i>
DFT (ωB97M-V/def2-TZVPD) results for a gas-phase ion, C4H9N2 (charge +1).

Last columns: bonded neighbours and bond lengths (Å).
Atoms and positions in Å:
1 C 0.892 -0.300 0.006  N5 1.316, N6 1.457, H7 1.118
2 C -1.693 -0.291 -0.101  C3 1.462, N6 1.339, H8 1.068
3 C -2.915 0.477 0.134  C2 1.462, H9 1.070, H10 1.120, H11 1.135
4 C 3.322 0.101 0.015  N5 1.394, H12 1.115, H13 1.142, H14 1.039
5 N 1.973 0.450 0.004  C1 1.316, C4 1.394
6 N -0.460 0.232 -0.097  C1 1.457, C2 1.339, H15 0.962
7 H 1.016 -1.411 0.010  C1 1.118
8 H -1.900 -1.336 -0.017  C2 1.068
9 H -2.672 1.512 0.256  C3 1.070
10 H -3.294 0.173 1.143  C3 1.120
11 H -3.686 0.262 -0.671  C3 1.135
12 H 3.816 1.041 0.354  C4 1.115
13 H 3.684 -0.729 0.711  C4 1.142
14 H 3.621 0.041 -0.978  C4 1.039
15 H -0.414 1.169 0.116  N6 0.962

SMILES = C/C=[NH+]/C=N/C
Kohn-Sham gap = 8.3 eV
net charge = +1

=====

<ii>
DFT (ωB97M-V/def2-TZVPD) results for 2 unconnected molecules or ions with the total composition C4H9N2.

Last columns: bonded neighbours and bond lengths (Å).
Atoms and positions in Å:
1 C -2.273 -0.222 0.421  N6 1.212, H7 1.074
2 C -0.049 0.012 -0.107  C3 1.463, N5 1.241
3 C 0.052 -0.225 -1.547  C2 1.463, H8 1.208, H9 1.117, H10 1.153
4 C 2.227 0.264 0.966  N5 1.503, H11 1.162, H12 1.048, H13 1.168
5 N 0.730 0.255 0.828  C2 1.241, C4 1.503, H15 1.039
6 N -3.366 -0.117 -0.093  C1 1.212, H14 0.945
7 H -2.072 -0.595 1.409  C1 1.074
8 H 0.079 0.752 -2.257  C3 1.208
9 H -0.845 -0.848 -1.782  C3 1.117
10 H 1.033 -0.793 -1.755  C3 1.153
11 H 2.384 -0.211 2.015  C4 1.162
12 H 2.629 -0.323 0.195  C4 1.048
13 H 2.572 1.379 0.946  C4 1.168
14 H -3.465 0.132 -0.999  N6 0.945
15 H 0.367 0.540 1.759  N5 1.039

Kohn-Sham gap = 9.2 eV
net charge = +1

=====

Ranked by calculated energy, most stable first: <i>, <ii>.